{
  "formula": "C4H8N3S",
  "method": "the ωB97M-V functional and the def2-TZVPD basis",
  "symbols": ["C", "C", "C", "C", "N", "N", "N", "S", "H", "H", "H", "H", "H", "H", "H", "H"],
  "positions_angstrom": [[-2.03643, -1.82570, 0.03735], [-0.45938, -0.34994, -0.24595], [2.46869, 0.66064, 0.48908], [1.62889, 0.97417, -0.64526], [-2.59646, -0.67271, 0.21336], [-1.61744, 0.23360, 0.03637], [-0.71226, -1.66894, -0.24981], [-1.93403, 1.91318, 0.18342], [-2.54730, -2.76236, 0.11037], [2.68771, -0.40136, 0.58545], [2.10548, 1.07869, 1.42410], [3.43853, 1.14223, 0.28152], [1.77097, 0.46296, -1.58129], [1.07438, 1.89622, -0.66710], [-0.04535, -2.40231, -0.42671], [-3.22599, 1.72163, 0.45511]],
  "forces_ev_per_angstrom": [[-0.2, 0.2, 0.1], [2.5, 2.0, -0.5], [0.4, -0.1, 0.5], [-2.1, -1.5, 0.4], [-1.1, -0.4, 0.2], [0.7, -1.0, -0.2], [-0.2, 0.3, 0.1], [0.3, 0.4, 0.0], [-0.1, -0.2, 0.0], [0.0, 0.0, 0.0], [0.0, 0.0, 0.0], [0.0, 0.1, -0.1], [0.1, 0.0, -0.2], [-0.1, 0.2, -0.1], [0.0, 0.1, 0.0], [-0.2, -0.1, 0.0]],
  "largest_force_ev_per_a": 3.2,
  "spin_multiplicity": 1,
  "homo_energy_ev": -13.297,
  "total_charge": 1,
  "homo_lumo_gap_ev": 8.24,
  "e_above_lowest_ev": 4.1858
}


{
  "formula": "C7H9N",
  "method": "the ωB97M-V functional and the def2-TZVPD basis",
  "symbols": ["C", "C", "C", "C", "C", "C", "C", "N", "H", "H", "H", "H", "H", "H", "H", "H", "H"],
  "positions_angstrom": [[2.35929, 1.94838, 0.49750], [1.45013, 1.17889, 0.70173], [0.37948, 0.26304, 0.73496], [0.74343, -1.15832, 1.10054], [-0.93363, 0.75237, 0.72446], [-1.85131, 0.00271, -0.01638], [-1.29985, -0.72035, -1.07604], [-0.46855, -0.20088, -2.04097], [3.17404, 2.61864, 0.40205], [1.27275, -1.18065, 2.05804], [-0.15186, -1.76945, 1.18697], [1.39454, -1.60633, 0.34876], [-1.18893, 1.72377, 1.14228], [-2.89839, -0.09751, 0.25326], [-1.76996, -1.64869, -1.39321], [-0.17861, -0.78869, -2.80789], [-0.03257, 0.68305, -1.81605]],
  "forces_ev_per_angstrom": [[-0.2, -0.3, 0.2], [0.5, 0.7, 0.1], [-1.2, 0.5, 1.5], [-0.1, -0.1, -0.8], [1.5, 0.5, -0.4], [0.2, -1.4, -0.2], [-1.5, 0.8, -0.7], [-0.2, -0.6, 0.9], [0.1, 0.1, -0.1], [0.0, 0.2, -0.1], [0.0, 0.0, 0.0], [0.1, -0.2, 0.0], [0.3, 0.2, -0.2], [0.1, -0.5, 0.1], [-0.2, 0.1, -0.2], [0.2, 0.4, 0.3], [0.3, -0.3, -0.4]],
  "largest_force_ev_per_a": 1.9,
  "spin_multiplicity": 1,
  "homo_energy_ev": [-6.871, -6.871],
  "homo_lumo_gap_ev": [7.22, 7.22],
  "e_above_lowest_ev": 4.3820
}


{
  "formula": "C7H12N4O3PbS",
  "method": "the ωB97M-V functional and the def2-TZVPD basis",
  "symbols": ["Pb", "O", "C", "O", "C", "O", "N", "C", "C", "H", "H", "H", "H", "C", "C", "H", "H", "H", "N", "N", "C", "N", "S", "H", "H", "H", "H", "H"],
  "positions_angstrom": [[1.11934, -0.53740, -0.17612], [-0.40264, 1.03979, -0.92809], [-1.53957, 1.43736, -0.54227], [-0.86001, -1.00072, 1.11737], [-2.01010, -0.53841, 0.90933], [-3.06924, -1.13017, 1.41754], [-2.37285, 0.61310, 0.21613], [-4.27073, -0.33003, 1.12874], [-3.79067, 0.92573, 0.46772], [-4.77337, -0.12519, 2.07915], [-4.91209, -0.91242, 0.45794], [-3.85926, 1.79113, 1.13760], [-4.29757, 1.14004, -0.47347], [-2.03805, 2.70824, -0.93525], [-1.48206, 3.44120, -1.92618], [-2.90930, 3.08016, -0.39417], [-0.70440, 3.04874, -2.57748], [-1.86051, 4.44568, -2.10150], [2.74097, -2.46009, 0.70765], [4.13390, -2.30883, 0.40806], [4.62899, -1.27247, -0.29722], [5.96821, -1.36327, -0.46203], [3.71409, 0.02775, -0.92190], [2.40650, -3.32988, 0.27199], [2.63869, -2.59057, 1.72227], [4.77030, -3.05377, 0.70832], [6.48857, -0.64204, -0.94790], [6.54285, -2.10367, -0.06624]],
  "forces_ev_per_angstrom": [[0.5, -0.5, -0.3], [-1.5, 0.6, 0.6], [1.2, -1.8, -0.5], [-2.3, 1.1, -0.5], [1.3, -1.1, 0.8], [0.1, 0.9, -0.4], [0.7, 0.4, -0.2], [-0.7, -1.0, 0.3], [0.5, 0.9, -0.1], [0.1, -0.3, -0.3], [0.2, 0.0, 0.4], [0.0, -0.1, -0.2], [0.0, 0.0, 0.1], [-0.6, 1.5, -0.4], [-0.5, -0.5, 0.6], [0.4, 0.1, -0.2], [0.0, 0.1, 0.3], [0.1, -0.2, -0.2], [1.0, -0.5, 0.1], [-0.9, -0.5, 0.4], [1.2, -0.6, 0.3], [-0.5, 0.5, -0.2], [0.6, -0.1, 0.0], [0.2, 0.3, 0.1], [0.1, 0.1, -0.3], [-0.5, 0.4, -0.1], [-0.4, 0.0, 0.0], [-0.4, 0.2, -0.1]],
  "largest_force_ev_per_a": 2.6,
  "spin_multiplicity": 1,
  "homo_energy_ev": -15.515,
  "total_charge": 2,
  "homo_lumo_gap_ev": 7.80
}


{
  "formula": "C20H18BF2N5ORhS",
  "method": "the ωB97M-V functional and the def2-TZVPD basis",
  "symbols": ["Rh", "C", "C", "N", "N", "C", "O", "C", "C", "C", "C", "C", "C", "C", "C", "C", "C", "C", "N", "H", "H", "H", "H", "H", "H", "H", "H", "H", "H", "H", "H", "F", "B", "F", "N", "C", "S", "C", "C", "C", "N", "C", "C", "H", "H", "H", "H", "H", "H"],
  "positions_angstrom": [[-0.39763, -0.39366, 0.14340], [0.01352, -2.65470, 3.70160], [-0.38951, -2.07194, 2.39358], [0.36624, -1.29728, 1.69336], [1.61725, -0.91625, 2.07660], [2.05231, 0.04116, 1.28322], [1.36636, 0.53949, 0.29485], [3.40417, 0.58254, 1.51273], [4.17239, 0.13764, 2.58813], [5.44048, 0.65291, 2.78915], [5.94822, 1.61091, 1.92096], [5.18657, 2.05536, 0.84932], [3.91643, 1.54368, 0.64429], [-1.70019, -2.36064, 1.75575], [-2.59760, -3.26593, 2.28947], [-3.77041, -3.55197, 1.60174], [-4.00419, -2.93582, 0.38689], [-3.07105, -2.02636, -0.08487], [-1.96623, -1.71892, 0.58603], [1.04865, -2.40269, 3.90813], [-0.09790, -3.73977, 3.68886], [-0.61453, -2.26111, 4.50363], [3.76810, -0.60809, 3.25737], [6.03582, 0.30777, 3.62358], [6.94039, 2.01193, 2.08075], [5.58361, 2.80060, 0.17342], [3.31614, 1.88404, -0.18718], [-2.37573, -3.75001, 3.22916], [-4.48207, -4.25693, 2.00912], [-4.88775, -3.14732, -0.19708], [-3.20590, -1.53488, -1.03983], [-0.66742, -2.26639, -1.98088], [0.22160, -1.59068, -1.26141], [1.49712, -1.78785, -1.51363], [-3.28133, 3.48558, -5.04309], [-2.10100, 3.69120, -4.43171], [-1.14201, 4.97705, -4.74256], [-1.74386, 2.68192, -3.38668], [-0.41243, 2.45414, -3.05900], [-0.09506, 1.53087, -2.08777], [-1.03302, 0.83051, -1.42264], [-2.31555, 1.05782, -1.72223], [-2.70821, 1.96137, -2.68980], [-3.54859, 4.12841, -5.77114], [-3.76168, 2.60250, -5.00132], [0.36661, 3.00757, -3.56357], [0.93085, 1.33602, -1.80734], [-3.05434, 0.51047, -1.14893], [-3.76765, 2.11576, -2.84246]],
  "forces_ev_per_angstrom": [[0.1, 0.1, 0.1], [0.0, 0.0, 0.0], [0.0, 0.0, -0.1], [-0.2, 0.0, 0.0], [-0.1, -0.1, 0.1], [0.1, -0.1, -0.1], [-0.1, 0.1, 0.0], [0.0, 0.0, 0.0], [0.0, 0.0, 0.0], [0.0, 0.0, 0.0], [0.0, 0.0, 0.0], [0.0, 0.0, 0.0], [0.0, 0.0, 0.0], [0.1, 0.0, 0.0], [0.0, 0.0, 0.0], [0.0, 0.0, 0.0], [0.0, 0.0, 0.0], [0.0, 0.0, 0.0], [0.2, 0.1, 0.0], [0.0, 0.0, 0.0], [0.0, 0.0, 0.0], [0.0, 0.0, 0.0], [0.0, 0.0, 0.0], [0.0, 0.0, 0.0], [0.0, 0.0, 0.0], [0.0, 0.0, 0.0], [0.0, 0.0, 0.0], [0.0, 0.0, 0.0], [0.0, 0.0, 0.0], [0.0, 0.0, 0.0], [0.0, -0.1, 0.1], [0.0, 0.1, -0.1], [0.1, -0.6, 0.2], [0.0, 0.1, -0.1], [0.0, -0.1, 0.0], [-0.1, 0.1, 0.0], [0.0, 0.0, 0.1], [0.0, -0.1, 0.0], [0.0, 0.0, -0.1], [0.0, 0.0, 0.0], [-0.1, 0.2, 0.0], [-0.1, 0.0, 0.0], [-0.1, 0.0, 0.1], [0.0, 0.0, 0.0], [0.0, 0.0, 0.0], [0.0, 0.0, 0.0], [0.0, 0.0, 0.0], [0.1, 0.1, 0.0], [0.0, 0.0, -0.1]],
  "largest_force_ev_per_a": 0.6,
  "spin_multiplicity": 1,
  "homo_energy_ev": -11.175,
  "total_charge": 1,
  "homo_lumo_gap_ev": 7.11,
  "e_above_lowest_ev": 0.0000
}


{
  "formula": "C5H9O6",
  "method": "the ωB97M-V functional and the def2-TZVPD basis",
  "symbols": ["H", "C", "O", "C", "C", "C", "C", "O", "O", "H", "O", "O", "O", "H", "H", "H", "H", "H", "H", "H"],
  "positions_angstrom": [[-2.57945, -1.24019, -0.54479], [-1.45814, -1.28558, -0.45413], [-0.76417, -2.21776, -0.84663], [-0.98524, -0.07044, 0.33766], [-1.73704, 0.09294, 1.63568], [0.51615, 0.11995, 0.51260], [1.37416, -0.03020, -0.75770], [2.64313, 0.56248, -0.67265], [3.20547, -0.05999, 0.54501], [4.10914, -0.22286, 0.20489], [0.59587, 1.45958, 0.91513], [-1.25645, 1.03882, -0.55098], [-2.03567, 0.60777, -1.59841], [-1.39787, -0.65218, 2.36869], [-1.52127, 1.10639, 1.95306], [-2.80422, 0.01772, 1.42612], [0.86338, -0.58353, 1.28572], [1.47992, -1.08741, -1.02854], [0.79419, 0.45654, -1.55809], [1.50667, 1.65818, 1.19615]],
  "forces_ev_per_angstrom": [[0.8, -0.7, 0.0], [0.1, -2.0, 0.1], [-1.2, 1.9, 0.7], [1.1, -0.5, -1.1], [0.0, 0.1, -0.4], [0.9, -0.5, 0.3], [-1.4, -1.1, -0.7], [-0.1, 0.0, 1.1], [0.7, 0.4, -1.1], [-0.5, 0.0, 0.4], [0.9, 0.7, 1.1], [-2.8, -0.2, -2.2], [1.5, 1.4, 1.5], [-0.2, 0.3, -0.2], [0.0, 0.0, 0.5], [0.0, -0.2, 0.2], [0.0, 0.2, -0.1], [0.0, 0.1, 0.1], [0.8, 0.2, 0.0], [-0.4, -0.2, -0.3]],
  "largest_force_ev_per_a": 3.6,
  "spin_multiplicity": 2,
  "homo_energy_ev": [-10.092, -10.018],
  "homo_lumo_gap_ev": [10.65, 8.61],
  "e_above_lowest_ev": 0.1589,
  "s2": 0.7546
}